(1)
This record from OMol25 describes one molecule with the formula C15H19NO4. The level of theory is ωB97M-V/def2-TZVPD.

XYZ file:
```
39
Properties=species:S:1:pos:R:3:forces:R:3
C -5.8054 -0.8220 0.6488 -0.2 0.1 0.2
O -4.8263 -1.1373 -0.3107 0.3 0.0 -0.2
C -3.6813 -0.4008 -0.3411 0.1 0.0 -0.1
C -2.7681 -0.7381 -1.3427 -0.2 0.0 0.1
C -1.5802 -0.0514 -1.4660 0.0 0.1 0.1
C -1.2642 0.9723 -0.5775 -0.3 0.1 -0.1
C 0.0043 1.7403 -0.7671 -0.2 0.1 0.3
O 0.1913 2.4339 -1.7479 0.1 0.0 -0.4
N 0.9033 1.6660 0.2507 0.1 0.1 0.0
C 0.8570 0.6717 1.2999 -0.1 -0.3 0.4
C 2.1959 -0.0717 1.4040 0.0 -0.1 -0.5
C 2.8378 -0.1817 0.0062 0.1 0.4 0.4
C 3.1666 1.2190 -0.5286 -0.2 -0.3 0.1
C 2.2075 2.2619 0.0582 0.2 0.2 -0.3
O 4.0175 -0.9609 0.0529 0.0 0.3 -0.1
C 3.6744 -2.3006 -0.2313 -0.1 -0.3 -0.1
C 2.2400 -2.2243 -0.7968 0.0 -0.4 0.1
O 1.9774 -0.8454 -0.8952 -0.1 0.3 -0.1
C -2.1712 1.3070 0.4173 0.3 -0.1 -0.2
C -3.3750 0.6328 0.5377 -0.3 -0.1 0.1
H -6.6261 -1.5152 0.4708 0.0 0.1 0.1
H -6.1677 0.2043 0.5315 0.0 0.0 0.0
H -5.4307 -0.9613 1.6683 0.0 0.0 0.0
H -3.0235 -1.5396 -2.0176 0.0 -0.1 -0.1
H -0.8782 -0.3061 -2.2447 0.1 0.0 -0.1
H 0.0563 -0.0349 1.0749 0.1 0.1 0.1
H 0.6314 1.1570 2.2588 0.0 -0.1 -0.1
H 2.0364 -1.0666 1.8200 0.0 0.0 0.1
H 2.9004 0.4547 2.0482 0.0 0.0 0.0
H 3.0626 1.1866 -1.6128 0.1 0.0 0.0
H 4.2016 1.4460 -0.2772 0.0 0.0 0.0
H 2.0942 3.1003 -0.6299 0.1 0.0 0.2
H 2.5642 2.6307 1.0234 0.0 0.0 0.0
H 3.7200 -2.9099 0.6790 0.0 0.0 -0.1
H 4.3932 -2.6853 -0.9587 -0.1 0.0 0.1
H 2.1510 -2.6551 -1.7952 0.0 0.0 0.1
H 1.5189 -2.7120 -0.1275 0.1 0.0 -0.1
H -1.9431 2.1116 1.1014 0.0 0.1 0.1
H -4.0621 0.9240 1.3167 -0.1 0.0 0.0
```
Positions in Å, forces in eV/Å.

Output
Structure (SMILES) ... COc1ccc(C(=O)N2CCC3(CC2)OCCO3)cc1
Gap between HOMO and LUMO ... 9.2134 eV
E_tot ... -25543.1149 eV
HOMO ... -8.5 eV
Relative energy (zero: lowest compared OMol25 entry of this formula, charge and spin) ... 180.2 kJ/mol
F_max ... 0.6 eV Å⁻¹

These are the Löwdin partial charges, in e, on atoms 1 to 2: -0.092, -0.084

---

(2)
This record from OMol25 describes C34H39N4O7RhSb2 as an isolated structure at a distorted geometry. The level of theory is ωB97M-V/def2-TZVPD.

XYZ file:
```
87
Properties=species:S:1:pos:R:3:forces:R:3
Rh 0.3196 -0.5912 -1.1129 0.8 -1.4 1.7
O -2.3989 -3.4692 -2.1766 -0.1 0.1 -0.1
C -1.4004 -2.9618 -1.7082 0.4 -0.7 0.2
O -1.2984 -1.7197 -1.3827 -1.2 0.7 -0.3
C -0.2144 -3.8696 -1.3878 -0.2 0.0 -0.2
C -0.2935 -5.1882 -1.8086 0.4 0.2 0.1
C 0.7345 -6.0801 -1.5123 0.1 1.0 0.4
C 1.8139 -5.6917 -0.7367 0.0 0.0 0.0
C 1.8814 -4.3917 -0.2629 -1.3 -0.1 -0.9
C 0.8984 -3.4135 -0.6395 0.4 -0.4 0.3
O 1.1014 -2.1845 -0.2833 0.0 -0.9 0.5
N 2.9687 -4.0371 0.5784 1.3 0.2 1.0
O 3.9572 -4.7630 0.5654 -0.4 0.4 0.0
O 2.8747 -3.0471 1.3098 0.1 -0.8 -0.4
N 0.6710 -7.4348 -1.9884 -0.1 -0.7 -0.2
O -0.2683 -7.7430 -2.6985 0.1 0.0 0.0
O 1.5597 -8.1968 -1.6502 0.0 0.0 -0.1
H -1.1524 -5.5095 -2.3799 0.0 0.1 0.0
H 2.5998 -6.3923 -0.4955 -0.1 0.0 0.0
C 0.9462 -1.4472 3.3014 0.1 0.2 -0.6
Sb -0.4989 -1.0410 1.7572 -0.4 0.0 0.1
C -1.6314 -2.8778 1.9825 0.3 0.3 -0.5
C -1.9305 0.3024 2.9154 0.4 -0.3 -1.1
C -1.3139 0.8166 4.1405 0.4 0.2 0.6
C -1.4210 0.0490 5.3041 0.0 0.1 -0.1
C -0.8429 0.4446 6.4917 0.0 0.0 0.1
C -0.1302 1.6337 6.5427 0.1 -0.1 0.0
C -0.0211 2.4119 5.4074 0.0 -0.1 0.0
C -0.6103 2.0403 4.1992 -0.2 -0.3 0.3
C -0.5014 2.9656 3.0561 0.4 0.0 -0.7
Sb 0.8939 2.2873 1.4699 -0.1 0.7 0.5
C 0.7955 4.2052 0.4327 0.0 -0.6 0.1
C 2.6779 2.6951 2.6331 -0.4 0.0 -0.3
H 0.4158 -1.7868 4.1873 -0.2 0.0 -0.1
H 1.5120 -0.5484 3.5304 0.0 0.1 0.0
H 1.6228 -2.2123 2.9329 0.0 0.0 -0.1
H -1.9713 -2.9665 3.0128 0.1 0.2 0.1
H -0.9903 -3.7195 1.7330 0.0 0.0 0.0
H -2.4829 -2.8624 1.3056 0.0 0.0 0.0
H -2.7571 -0.3708 3.1221 -0.1 -0.1 -0.1
H -2.2310 1.0699 2.2116 -0.1 0.0 -0.1
H -1.9890 -0.8715 5.2610 0.0 -0.1 0.0
H -0.9446 -0.1693 7.3738 0.0 0.0 0.1
H 0.3370 1.9501 7.4636 0.0 0.0 0.1
H 0.5185 3.3480 5.4502 0.0 0.1 0.0
H -0.1083 3.9255 3.3812 -0.1 0.1 0.0
H -1.4517 3.1163 2.5477 -0.1 0.1 0.0
H 0.5737 5.0129 1.1234 0.0 0.0 0.1
H 0.0182 4.1562 -0.3252 -0.1 0.0 -0.1
H 1.7469 4.3792 -0.0592 0.1 0.0 0.0
H 2.6872 3.7330 2.9530 0.0 0.1 0.0
H 3.5547 2.4879 2.0267 0.1 0.0 -0.1
H 2.6772 2.0407 3.5007 0.0 0.0 0.1
C 0.5706 2.5838 -5.7463 0.1 -0.2 0.0
C 0.2079 1.2304 -5.1263 0.0 0.2 -0.1
C -1.0819 1.3096 -4.3493 0.2 -0.3 0.5
C -2.2582 1.4008 -5.0781 -0.3 0.0 0.1
C -3.4941 1.4059 -4.4583 0.1 0.0 0.0
C -3.5620 1.3393 -3.0780 0.0 0.0 -0.1
C -2.4166 1.2518 -2.3063 0.5 0.0 0.0
C -2.5597 1.2190 -0.8071 0.0 0.1 0.1
C -3.1745 2.5091 -0.2596 0.1 -0.1 0.0
C -1.1526 1.2269 -2.9399 -1.3 0.5 -0.8
N -0.0050 1.0637 -2.1628 1.3 1.5 -0.3
C 1.0805 1.8396 -2.3282 -1.7 -1.0 0.5
C 2.2306 1.4350 -1.6524 0.7 0.0 0.5
C 3.5839 1.8445 -1.5897 -0.6 0.0 -0.1
C 4.2369 0.9007 -0.8190 0.1 0.0 0.1
C 3.2818 -0.0470 -0.4119 -0.3 0.1 -0.1
N 2.0831 0.2795 -0.9015 0.5 0.7 -0.5
H 1.4560 2.4882 -6.3715 0.1 0.1 -0.1
H 0.7785 3.3278 -4.9786 0.0 0.1 0.0
H -0.2506 2.9537 -6.3581 0.0 0.1 0.0
H 1.0278 0.8736 -4.5005 0.0 -0.1 -0.1
H 0.0752 0.5079 -5.9355 0.0 0.0 0.1
H -2.2032 1.4326 -6.1579 0.0 0.0 -0.1
H -4.3991 1.4250 -5.0470 -0.1 0.1 0.0
H -4.5289 1.3499 -2.5943 -0.1 0.0 0.1
H -1.5798 1.0656 -0.3411 -0.2 0.0 0.0
H -3.1895 0.3645 -0.5469 0.1 0.0 0.1
H -2.4924 3.3462 -0.4021 0.0 0.1 0.0
H -3.3933 2.4190 0.8040 0.0 0.0 0.1
H -4.1057 2.7428 -0.7701 -0.1 0.1 0.0
H 1.0227 2.7362 -2.9297 0.0 0.0 -0.2
H 4.0052 2.7088 -2.0670 0.1 0.1 -0.1
H 5.2861 0.8698 -0.5908 0.1 0.0 0.1
H 3.4163 -0.9176 0.2059 0.0 -0.1 0.0
```
Positions in Å, forces in eV/Å.

Output
Gap between HOMO and LUMO (alpha / beta) ... 4.8998 / 6.2124 eV
E_tot ... -72260.2660 eV
HOMO (alpha / beta) ... -8.0 / -8.0 eV
F_max ... 2.3 eV Å⁻¹

These are the Löwdin partial charges, in e, on atoms 1 to 2: 1.077, 0.070

---

(3)
This record from OMol25 describes a 6-piece molecular cluster, C8H28O6 overall at a distorted geometry. The level of theory is ωB97M-V/def2-TZVPD.

XYZ file:
```
42
Properties=species:S:1:pos:R:3:forces:R:3
C -3.5763 -1.9740 -2.9577 0.0 -1.0 -0.5
C -3.3410 -1.9014 -4.4618 -0.4 0.4 0.3
O -3.7598 -3.1537 -5.0239 0.7 0.4 -0.1
H -3.1103 -2.8931 -2.5872 0.1 0.1 0.0
H -4.6479 -2.1383 -2.8383 0.0 0.3 0.4
H -3.1870 -1.1406 -2.3798 -0.2 0.3 -0.1
H -2.3039 -1.6532 -4.7094 0.0 -0.2 0.0
H -3.9698 -1.1011 -4.8723 0.1 0.0 -0.1
H -3.2837 -3.2224 -5.8599 -0.3 -0.2 0.0
C 4.0220 -0.4419 1.8657 -0.4 -1.0 -0.3
C 4.7580 -1.2868 0.8158 0.4 0.3 0.1
O 5.6922 -0.5396 0.0307 -0.1 -0.1 0.2
H 4.5013 -0.3906 2.8421 0.5 0.2 -0.2
H 3.0919 -0.9892 2.0590 -0.2 0.4 0.0
H 3.8227 0.5459 1.4555 -0.2 0.1 0.2
H 4.0470 -1.7634 0.1341 -0.1 0.0 0.2
H 5.3359 -2.0644 1.3182 0.0 0.0 -0.2
H 5.1783 -0.0245 -0.6001 0.1 0.0 0.0
C -1.6119 4.2846 1.6194 -0.5 0.4 -1.2
C -0.4386 3.9785 0.6724 -0.4 0.3 0.5
O -0.2165 2.6084 0.4039 0.1 0.1 0.6
H -2.5085 3.7077 1.3786 0.3 -0.4 0.1
H -1.9215 5.2972 1.3349 0.1 0.2 0.6
H -1.4049 4.2291 2.6833 0.2 -0.1 0.0
H 0.4384 4.4795 1.1030 0.2 -0.2 -0.2
H -0.6349 4.4591 -0.2855 0.0 -0.1 -0.1
H -0.3258 2.1383 1.2458 -0.2 -0.4 -0.3
C -0.7392 -0.8988 0.3106 -0.4 -0.6 -0.5
C -0.5640 -0.8946 1.8164 -0.3 0.2 -0.2
O -0.9902 0.3716 2.3275 0.4 0.2 0.3
H -1.7647 -1.0625 -0.0380 -0.2 0.3 0.5
H -0.2152 -1.7476 -0.1383 0.3 0.2 0.2
H -0.4039 0.0181 -0.1687 0.3 0.0 0.2
H 0.4915 -1.0801 2.0448 -0.1 0.1 0.1
H -1.1679 -1.6707 2.3025 0.2 -0.1 -0.2
H -0.5645 0.4955 3.1940 -0.2 -0.1 -0.3
O 1.1658 1.0188 4.0070 0.2 0.2 0.0
H 1.9506 0.9364 4.5608 -0.1 0.0 0.0
H 1.4021 1.6753 3.3384 0.0 -0.1 0.1
O 0.4350 -1.7483 -2.7778 -0.1 -0.1 0.0
H 0.8288 -2.5203 -2.3563 0.0 0.1 -0.1
H -0.5097 -1.9431 -2.8089 0.1 0.0 0.0
```
Positions in Å, forces in eV/Å.

Output
Structure (SMILES) ... CCO.CCO.CCO.CCO.O.O
Gap between HOMO and LUMO ... 10.2902 eV
E_tot ... -21033.6607 eV
HOMO ... -10.0 eV
Relative energy (zero: lowest compared OMol25 entry of this formula, charge and spin) ... 56.5 kJ/mol
F_max ... 1.3 eV Å⁻¹

These are the Löwdin partial charges, in e, on atoms 1 to 2: -0.094, -0.322

---

(4)
This record from OMol25 describes C16H49BN3O9Zr as an isolated structure at a distorted geometry. The level of theory is ωB97M-V/def2-TZVPD.

XYZ file:
```
79
Properties=species:S:1:pos:R:3:forces:R:3
Zr 0.6497 2.5461 -2.4672 3.4 2.5 -3.1
B -0.4105 1.5922 -0.7009 -1.8 -1.3 2.3
H -0.9178 1.2804 0.3426 0.0 -0.1 0.1
H 0.7140 1.7839 -0.6143 1.8 0.0 0.9
H -0.5768 0.8036 -1.5301 0.0 -1.2 -1.0
H -0.8865 2.5543 -1.1186 -1.0 1.5 0.0
O 1.4921 2.8746 -4.5624 -0.5 -1.0 2.5
C 2.4766 1.8994 -4.8407 -1.0 0.5 -0.7
C 2.3518 0.5863 -4.0565 -1.2 0.1 0.3
O 1.8270 0.7623 -2.7627 -0.2 1.5 0.3
H 3.4983 2.2878 -4.7009 -0.1 0.2 -0.2
H 2.2473 1.6792 -5.8997 1.0 -0.4 -0.1
H 3.3295 0.0857 -4.0442 0.0 -0.2 0.0
H 1.5923 -0.0463 -4.5450 0.4 -0.2 -0.5
O -0.3466 4.4791 -2.5598 2.1 -0.9 0.0
C 0.3417 5.4475 -1.7696 -1.4 -0.2 0.8
C 1.7975 5.1311 -1.3186 0.4 -0.6 -0.4
O 2.1228 3.7884 -1.5531 -1.6 -1.1 -0.5
H -0.3002 5.4823 -0.8680 0.4 0.4 0.2
H 0.2986 6.4544 -2.2109 0.0 -0.1 -0.2
H 1.9608 5.3314 -0.2441 -0.4 0.2 -0.1
H 2.5418 5.7660 -1.8323 -0.3 0.0 -0.2
C -3.9110 -1.1698 -0.0081 -0.3 0.2 -0.2
C -2.8739 -2.2948 0.0556 1.1 1.5 -0.5
C -3.4685 -3.6546 -0.1768 -0.1 -0.2 0.6
O -4.5094 -3.8346 0.7672 0.3 0.9 -0.1
C -5.0882 -5.0847 0.6801 -0.2 -0.6 0.0
N -1.8661 -2.0470 -1.0337 0.5 -0.8 0.1
H -3.3912 -0.2281 -0.1899 0.0 0.0 -0.1
H -4.5418 -1.0144 0.8697 0.3 -0.4 0.2
H -4.6290 -1.3439 -0.8211 0.3 0.0 -0.1
H -2.2993 -2.1987 0.9880 -0.6 -0.5 0.2
H -2.7162 -4.4409 -0.0292 0.1 0.0 -0.1
H -3.8414 -3.7362 -1.2096 -0.1 0.1 0.1
H -5.9339 -5.1248 1.3618 -0.1 0.0 0.1
H -4.3668 -5.8535 0.9801 -0.1 -0.2 -0.2
H -5.4539 -5.2740 -0.3352 0.0 -0.2 0.0
H -1.1956 -1.3178 -0.7816 -0.5 0.3 0.2
H -1.2150 -2.8441 -1.0575 -0.4 0.1 -0.2
C 2.4928 -0.8678 0.8031 1.2 0.4 0.4
C 2.5550 -2.3745 0.5909 -0.3 0.6 -0.2
C 1.8207 -3.0443 1.7461 0.2 0.3 0.1
O 2.0399 -4.4306 1.9113 -0.4 -0.3 0.0
C 1.4068 -5.2416 0.9534 -0.3 0.5 -0.4
N 1.9450 -2.6027 -0.7339 0.5 -1.2 -0.4
H 1.5243 -0.4342 0.5627 -0.1 -0.1 0.1
H 3.2341 -0.3546 0.1835 -0.2 -0.1 -0.3
H 2.8131 -0.5881 1.8129 -0.4 -0.1 0.1
H 3.5848 -2.7535 0.6575 0.1 0.2 -0.1
H 0.7581 -2.7589 1.7124 -0.1 -0.3 0.0
H 2.2518 -2.6345 2.6593 -0.1 0.2 0.0
H 0.3484 -4.9881 0.8192 -0.1 0.2 0.2
H 1.4382 -6.2795 1.2712 0.4 -0.1 0.0
H 1.8601 -5.0760 -0.0268 0.1 -0.5 0.0
H 2.3254 -1.9683 -1.4415 -0.3 0.4 0.5
H 2.2938 -3.5013 -1.0793 -0.4 0.1 0.1
C 0.5546 3.7744 2.2376 -0.4 -0.6 -0.2
C 0.5830 2.9627 3.5334 0.9 1.3 0.3
C 1.1000 1.5764 3.2776 -0.7 -0.4 -1.1
O 1.3246 0.8987 4.4893 0.2 -0.1 0.4
C 0.6341 -0.3054 4.6388 -0.8 -0.3 0.0
N 1.5745 3.6157 4.4337 -0.2 -0.3 0.0
H 0.0702 3.1967 1.4433 0.0 0.1 0.0
H 1.5750 3.9852 1.9273 0.0 0.1 0.0
H -0.0025 4.7073 2.3283 0.1 0.1 0.2
H -0.4145 2.9341 3.9960 0.0 -0.2 -0.1
H 1.9956 1.6073 2.6500 0.2 0.1 0.3
H 0.3681 1.0285 2.6668 0.0 0.1 0.1
H 0.5492 -0.5142 5.7060 0.3 -0.2 0.0
H 1.0890 -1.1448 4.1004 0.3 0.1 0.2
H -0.4082 -0.2661 4.2754 0.2 0.3 0.0
H 1.2037 4.4635 4.8440 0.0 0.0 0.0
H 1.8404 2.9817 5.1814 -0.2 0.1 0.0
O -2.6998 -0.3379 -3.1409 0.2 -0.5 0.1
H -2.3121 -1.0552 -2.5628 -0.3 0.5 -0.2
H -3.6363 -0.3405 -2.9222 0.0 0.1 0.0
O -1.0798 1.7955 -3.6840 -1.7 -1.0 -0.4
H -1.3476 2.1556 -4.5376 0.5 0.2 0.1
H -1.7559 1.0711 -3.4866 0.9 0.6 0.2
```
Positions in Å, forces in eV/Å.

Output
Gap between HOMO and LUMO ... 6.8827 eV
Charge ... -1
E_tot ... -42243.2579 eV
HOMO ... -4.7 eV
Relative energy (zero: lowest compared OMol25 entry of this formula, charge and spin) ... 0.0 kJ/mol
F_max ... 5.3 eV Å⁻¹

These are the Löwdin partial charges, in e, on atoms 1 to 2: 1.783, -0.482